14
Properties=species:S:1:pos:R:3 method="wB97M-V/def2-TZVPD" fmax_ev_per_a=0.74 smiles=C#C[C@@H]1C[C@@H]1C energy_ha=-233.32440 lumo_energy_ha=0.04252
C -1.73191 -0.54488 1.81540
C -1.28150 0.18647 0.96859
C -0.59838 0.95903 -0.03539
C -0.39841 0.37451 -1.41365
C 0.76590 0.46837 -0.48380
C 1.38074 -0.76860 0.14359
H -2.22016 -1.16746 2.52525
H -0.74664 2.03476 0.03458
H -0.80953 -0.61486 -1.59144
H -0.45987 1.06034 -2.24989
H 1.47407 1.27413 -0.66635
H 0.69202 -1.61793 0.18451
H 1.66219 -0.54487 1.17157
H 2.27149 -1.09901 -0.40297

14
Properties=species:S:1:pos:R:3 method="wB97M-V/def2-TZVPD" fmax_ev_per_a=0.96 smiles="C#CC(=C)CC" energy_ha=-233.30938 lumo_energy_ha=0.03260
C -2.08695 2.16904 -0.34221
C -1.17305 1.38578 -0.40185
C -0.06431 0.48891 -0.28633
C 1.15031 1.00351 -0.02490
C -0.26034 -1.01124 -0.42124
C 0.65213 -1.62326 0.64077
H -2.86492 2.89631 -0.33506
H 1.36733 2.03460 -0.25852
H 1.96390 0.43342 0.41563
H -1.29547 -1.34933 -0.30833
H 0.01840 -1.25383 -1.45705
H 0.64171 -0.83559 1.40097
H 0.28785 -2.52903 1.11882
H 1.66340 -1.80929 0.25930

14
Properties=species:S:1:pos:R:3 method="wB97M-V/def2-TZVPD" fmax_ev_per_a=1.93 smiles="C=C=C1CCC1" energy_ha=-233.29494 lumo_energy_ha=0.04035
C 2.79148 -0.36394 0.37443
C 1.53107 -0.14232 0.14398
C 0.24849 -0.00681 0.17900
C -0.58277 1.23467 -0.03832
C -1.70637 0.27630 -0.52056
C -0.94819 -0.92432 0.09401
H 3.56190 -0.34219 -0.38892
H 2.69638 -1.09056 1.17915
H -0.80096 1.78088 0.87912
H -0.17835 1.92273 -0.78855
H -2.71036 0.48301 -0.15355
H -1.71899 0.19143 -1.60734
H -0.86451 -1.86385 -0.45648
H -1.31884 -1.15503 1.10403

14
Properties=species:S:1:pos:R:3 method="wB97M-V/def2-TZVPD" fmax_ev_per_a=0.49 energy_ha=-233.27598 lumo_energy_ha="-0.01568 / -0.01569"
C 1.24016 0.06625 0.89708
C 0.56602 0.13999 -0.49765
C -0.24319 -1.17269 -0.61523
C -1.47922 -0.94403 0.21498
C -1.65971 0.49950 0.09062
C -0.55600 1.11932 -0.39172
H 1.46355 1.05120 1.31799
H 2.15330 -0.53431 0.87689
H 1.29632 0.36071 -1.28635
H 0.33409 -2.07277 -0.37978
H -0.64869 -1.29493 -1.63311
H 0.52792 -0.42138 1.57326
H -2.54935 1.01974 0.43384
H -0.44520 2.18339 -0.60083

14
Properties=species:S:1:pos:R:3 method="wB97M-V/def2-TZVPD" fmax_ev_per_a=5.29 energy_ha=-233.30409 lumo_energy_ha=0.04014
C -1.29165 0.54333 1.20265
C 0.12382 1.49889 -0.88534
C -0.42365 -0.70769 1.23131
C -0.58553 0.75028 -0.11300
C 0.09356 -0.46847 0.00074
C 1.06128 -1.23264 -0.83054
H -2.36145 0.36832 1.12043
H -1.09371 1.29789 1.96206
H -0.02359 2.57480 -1.00459
H 0.81099 1.07640 -1.59084
H -0.24143 -1.41719 2.01855
H 0.67994 -1.36659 -1.84192
H 1.23809 -2.20943 -0.38325
H 2.01333 -0.70789 -0.88627

32
Properties=species:S:1:pos:R:3 method="wB97M-V/def2-TZVPD" fmax_ev_per_a=1.94 energy_ha=-39048.70776 lumo_energy_ha=-0.01329
C -8.38833 -12.18725 -8.81766
Br -6.51958 -12.39950 -8.88817
Br -9.09306 -12.07023 -7.07184
Br -9.27210 -13.58792 -9.84548
H -8.62424 -11.28069 -9.36123
C -8.65921 -17.39411 -8.71396
Br -8.08606 -16.29001 -7.28287
Br -10.42932 -17.03348 -9.24240
Br -8.35802 -19.26113 -8.34902
H -8.07132 -17.24832 -9.59551
C -0.49311 -12.39642 -9.53176
Br 0.05640 -12.69593 -7.72948
Br 0.49631 -11.00050 -10.35899
Br -2.39240 -12.04349 -9.65236
H -0.39188 -13.30422 -10.11601
C -4.20112 -15.26637 -9.72468
Br -2.39729 -15.45274 -10.32050
Br -4.39798 -15.08666 -7.84334
Br -5.22580 -16.72723 -10.46298
H -4.70271 -14.40997 -10.14374
C -4.00309 -12.55255 -4.82473
Br -3.07442 -12.55656 -3.15096
Br -3.09280 -11.54545 -6.16549
Br -5.84982 -12.01597 -4.65140
H -4.03800 -13.57819 -5.16499
C -4.95437 -19.31388 -7.73399
N -3.48434 -19.09811 -7.72743
O -3.06420 -18.08691 -7.18564
O -2.79831 -19.96123 -8.18174
H -5.12695 -20.29722 -8.18809
H -5.34836 -18.55723 -8.40162
H -5.41627 -19.23500 -6.74830

28
Properties=species:S:1:pos:R:3 method="wB97M-V/def2-TZVPD" fmax_ev_per_a=11.65 energy_ha=-10903.19879 lumo_energy_ha=-0.01086
Br -1.20489 1.87231 -4.21315
C -1.41903 1.55271 -2.36580
C -0.20363 0.70585 -2.05573
Br -0.24498 -1.15288 -2.89441
H -2.30578 0.91912 -2.38395
H -1.43634 2.54524 -1.91556
H -0.10645 0.53125 -0.98421
H 0.67044 1.23584 -2.43419
C 3.39640 1.70071 1.61349
Cl 2.79548 0.25060 2.48899
Cl 1.97636 2.72371 1.04921
Cl 4.28084 1.12708 0.03758
H 4.03980 2.28876 2.26796
C -2.68416 0.64169 0.61044
Cl -2.33070 2.13607 -0.41147
Cl -4.13496 -0.20098 0.01123
Cl -2.78342 1.07519 2.29647
H -1.78972 0.02024 0.56727
C 0.75308 -0.41745 1.43455
Cl -0.94028 -0.61174 1.40221
Cl 1.23711 0.17603 -0.19368
Cl 1.76804 -1.94163 1.60605
H 1.01365 0.37900 2.13160
C 0.04194 -3.45584 0.41834
Cl -1.30051 -2.40983 -0.11853
Cl 0.14970 -5.01976 -0.47276
Cl -0.25037 -3.68083 2.26231
H 1.01237 -2.99046 0.24574

19
Properties=species:S:1:pos:R:3 method="wB97M-V/def2-TZVPD" fmax_ev_per_a=3.35 energy_ha=-3289.84973 lumo_energy_ha=-0.03690
C -3.57925 -0.24217 -1.12720
C -1.20044 -0.48747 -0.70932
C 2.11945 1.18642 0.92198
C 2.10234 0.16528 -0.23960
C 1.09867 -0.94404 -0.05413
C -2.60114 -0.19220 -0.08933
N -4.30653 -0.23033 -2.00597
N -0.18824 -0.36173 0.17869
O -1.06720 -0.85723 -1.88152
Br -3.06821 -1.54422 1.29436
I -2.64587 1.91091 0.52835
H 2.46471 0.86284 1.87759
H 2.56270 2.20298 0.57633
H 1.03157 1.41271 1.22930
H 3.12895 -0.25230 -0.29015
H 2.03375 0.64932 -1.18509
H 1.07364 -1.52196 -0.98431
H 1.33559 -1.68632 0.85301
H -0.29445 -0.07048 1.10700

20
Properties=species:S:1:pos:R:3 method="wB97M-V/def2-TZVPD" charge=-1 fmax_ev_per_a=4.21 energy_ha=-1434.28412 lumo_energy_ha=0.12032
C 2.26277 -1.18170 -0.27277
C -0.21237 -1.22411 -0.33559
C -3.25802 -0.87142 -1.67470
C 2.32147 2.22919 1.03425
C -2.34150 -0.31744 -0.50366
C 2.22951 0.79396 1.39344
N 1.10536 -1.15048 -0.73162
O 3.38989 -1.43705 -0.23533
O -0.60602 -2.12966 0.42011
O -0.99159 -0.33302 -0.89965
Cl 3.61139 0.45873 2.50423
Cl 0.70933 0.60738 2.38903
H -2.77010 -1.79125 -1.87100
H -4.28731 -1.00183 -1.30542
H -3.22915 -0.29081 -2.63075
H 1.30549 2.58194 0.71129
H 2.77401 3.09361 1.74753
H 3.09196 2.21927 0.15645
H -2.39012 -0.97951 0.36735
H -2.71500 0.72420 -0.26319

20
Properties=species:S:1:pos:R:3 method="wB97M-V/def2-TZVPD" charge=-1 fmax_ev_per_a=3.76 energy_ha=-1434.27777 lumo_energy_ha=0.12546
C -1.75679 0.89267 -1.41950
C -1.35861 -0.76321 0.14863
C -0.80921 -1.07465 2.91454
C 1.46139 1.16144 -2.70205
C 0.09222 -0.42585 1.88265
C 1.32634 0.39530 -1.40863
N -2.14221 -0.04477 -0.74687
O -1.85514 1.73753 -2.20229
O -1.37367 -1.95444 0.29049
O -0.66194 0.08483 0.77564
Cl 2.24612 -1.16192 -1.52750
Cl 2.11069 1.48711 -0.29112
H -1.23467 -1.93107 2.47044
H -0.15099 -1.51688 3.70583
H -1.50614 -0.27147 3.41767
H 1.04589 2.12908 -2.55253
H 2.40552 1.30534 -3.07243
H 0.76371 0.62612 -3.34340
H 0.80048 -1.08827 1.39942
H 0.59701 0.41312 2.26103

17
Properties=species:S:1:pos:R:3 method="wB97M-V/def2-TZVPD" fmax_ev_per_a=6.14 energy_ha=-1228.78725 lumo_energy_ha="0.00912 / -0.00892"
C 2.69913 -0.25722 -0.01578
C 1.93699 -1.25697 -0.44245
C -1.09764 -0.41206 -1.29910
C -0.67337 0.09223 0.02489
C -2.03526 -0.36912 -0.08598
C -0.53660 1.85387 1.43373
O -0.09158 1.13768 0.53968
Cl -3.52304 0.68545 -0.21320
Cl -2.43800 -1.83856 0.70856
H 3.13052 -0.07261 0.89799
H 3.07348 0.70730 -0.60126
H 1.70425 -2.10825 0.31028
H -1.33127 0.31985 -2.03195
H -0.80586 -1.46258 -1.57608
H 1.31660 -1.40978 -1.29564
H -1.57061 1.76326 1.87349
H 0.24228 2.62749 1.77279

42
Properties=species:S:1:pos:R:3 method="wB97M-V/def2-TZVPD" charge=+1 fmax_ev_per_a=13.70 s_squared=15.811 multiplicity=8 energy_ha=-8196.06455 lumo_energy_ha="-0.23501 / -0.24056"
V -32.96168 -21.76187 -17.32531
V -34.08147 -19.73391 -20.06512
P -35.07703 -21.74465 -18.65518
O -34.33163 -20.50924 -18.11171
O -33.67824 -21.86385 -19.27239
O -35.79798 -20.51982 -19.21340
O -35.03284 -22.01972 -17.11792
C -29.90325 -21.38733 -19.82315
F -30.87310 -22.07114 -20.37261
F -29.22599 -22.14672 -18.97936
F -29.11447 -20.94379 -20.75535
S -30.69978 -19.91495 -18.89303
O -29.75929 -18.81389 -18.88335
O -31.88757 -19.63642 -19.69085
N -31.25370 -20.61239 -17.37965
S -30.12651 -20.13903 -16.39074
O -30.33009 -20.89555 -15.18221
O -28.76219 -20.19776 -16.88794
C -30.45323 -18.28738 -15.99725
F -31.01591 -18.29371 -14.76034
F -29.29951 -17.55128 -15.96914
F -31.31468 -17.79143 -16.83750
C -32.95558 -24.55593 -21.44676
Cl -34.32176 -25.31112 -20.65811
Cl -33.19449 -24.89616 -23.18394
H -32.94939 -23.50610 -21.15363
H -32.02614 -25.05848 -21.17902
C -31.84277 -23.70637 -13.68132
Cl -30.69946 -24.96007 -14.23701
Cl -33.00739 -23.29496 -14.98117
H -32.36785 -24.11267 -12.81686
H -31.23571 -22.84678 -13.39724
C -27.00005 -16.90030 -18.25043
Cl -25.68310 -17.22020 -19.43941
Cl -28.10282 -15.64444 -18.87475
H -27.57411 -17.82077 -18.14418
H -26.59254 -16.55424 -17.30055
C -33.37082 -19.53414 -13.04776
Cl -33.48287 -19.75006 -14.83450
Cl -32.24390 -20.69535 -12.31251
H -33.09468 -18.51229 -12.78760
H -34.32026 -19.80844 -12.58798